(1)
Here is a molecular structure, C49H48BrClN6O3SiSn at a distorted geometry from the OMol25 dataset. Energies are from ωB97M-V/def2-TZVPD.

CARTESIAN COORDINATES (ANGSTROEM)
Sn  0.27  1.20  0.59
C  0.96  3.71  3.45
C  -0.13  4.16  2.52
C  -0.83  5.33  2.74
C  -1.90  5.62  1.91
C  -2.25  4.76  0.89
C  -1.46  3.62  0.66
N  -0.43  3.35  1.50
N  -1.71  2.73  -0.35
Si  -0.74  2.85  -1.76
C  -1.05  1.31  -2.83
C  1.19  5.29  -0.93
C  -1.59  4.17  -2.88
H  1.74  4.46  3.54
H  1.41  2.78  3.10
H  0.53  3.53  4.45
H  -0.54  5.99  3.55
H  -2.47  6.54  2.06
H  -3.08  4.96  0.22
H  -0.64  0.37  -2.47
H  -0.71  1.49  -3.85
H  -2.14  1.24  -2.84
H  1.65  3.20  -0.55
H  0.82  6.14  -1.52
H  1.06  4.34  -3.03
H  -2.47  3.73  -3.36
H  -0.95  4.58  -3.66
H  -1.90  5.02  -2.26
C  -4.41  -11.35  -4.93
O  -3.10  -11.05  -4.50
C  -2.89  -9.82  -3.95
C  -3.86  -8.83  -3.86
C  -3.54  -7.60  -3.28
C  -2.27  -7.35  -2.79
C  -1.30  -8.36  -2.89
C  -1.61  -9.57  -3.46
C  -1.90  -6.07  -2.17
N  -0.72  -5.80  -1.67
C  -0.81  -4.51  -1.20
C  -2.06  -4.00  -1.43
N  -2.75  -5.01  -2.05
C  -2.46  -2.68  -1.06
C  -3.73  -2.14  -1.26
C  -3.98  -0.84  -0.87
C  -2.93  -0.09  -0.33
N  -1.72  -0.58  -0.15
C  -1.47  -1.87  -0.46
C  -0.15  -2.41  -0.15
N  0.70  -1.63  0.53
C  1.89  -2.09  0.85
C  2.32  -3.37  0.48
C  1.47  -4.19  -0.21
C  0.19  -3.72  -0.53
H  -4.38  -12.38  -5.27
H  -4.72  -10.70  -5.75
H  -5.13  -11.26  -4.11
H  -4.86  -8.99  -4.24
H  -4.31  -6.85  -3.23
H  -0.31  -8.16  -2.50
H  -0.87  -10.36  -3.53
H  -3.70  -4.97  -2.37
H  -4.52  -2.73  -1.71
H  -4.95  -0.39  -1.00
H  -3.03  0.97  -0.09
H  2.53  -1.42  1.42
H  3.32  -3.70  0.76
H  1.76  -5.20  -0.51
C  -3.02  1.04  5.03
C  -1.95  -0.02  4.72
C  -0.92  -0.05  5.85
C  -2.62  -1.40  4.59
C  -1.28  0.33  3.46
C  -0.73  0.64  2.43
H  -3.54  0.80  5.97
H  -3.76  1.08  4.23
H  -2.57  2.03  5.12
H  -1.39  -0.33  6.80
H  -0.45  0.93  5.97
H  -0.13  -0.77  5.62
H  -3.11  -1.67  5.52
H  -1.87  -2.15  4.35
H  -3.35  -1.39  3.78
Br  7.22  3.93  4.58
C  5.84  3.62  3.28
C  5.59  4.60  2.33
C  4.59  4.36  1.39
C  3.87  3.18  1.43
C  4.15  2.20  2.38
C  5.16  2.42  3.31
C  3.42  0.87  2.37
O  4.01  -0.12  2.83
O  2.25  0.86  1.88
H  6.16  5.51  2.32
H  4.37  5.09  0.62
H  3.10  3.01  0.70
H  5.39  1.64  4.03
Cl  1.33  3.84  -1.73
C  2.67  4.95  -1.57
C  3.50  6.04  -1.58
C  4.91  6.11  -1.70
C  5.76  5.03  -1.96
C  5.48  3.81  -2.55
C  4.33  3.51  -3.31
C  3.37  3.18  -3.99
H  3.02  7.00  -1.36
H  5.37  7.06  -1.48
H  6.79  5.15  -1.63
H  6.24  3.04  -2.54
H  2.50  2.95  -4.54
H  1.93  2.74  -2.34

- lowest unoccupied orbital energy (eV) = 2.58
- gap between HOMO and LUMO (eV) = 2.39
- maximum force (Eh/bohr) = 0.0739
- HOMO (Eh) = 0.0070
- total charge = -2
- E (eV) = -162933.9659

(2)
Here is a molecular structure, C14H21N2O2PPtS2 at a distorted geometry from the OMol25 dataset. Energies are from ωB97M-V/def2-TZVPD.

CARTESIAN COORDINATES (ANGSTROEM)
Pt  0.24  0.60  -1.09
C  3.45  -4.43  0.84
C  3.31  -3.12  0.10
O  2.13  -2.45  0.59
P  2.08  -0.86  0.57
S  2.50  -0.19  -1.31
S  0.26  -0.32  1.26
O  3.26  -0.35  1.50
C  3.13  -0.53  2.93
C  4.50  -0.69  3.54
H  4.32  -4.97  0.48
H  2.57  -5.05  0.67
H  3.56  -4.26  1.91
H  3.19  -3.28  -0.97
H  4.19  -2.48  0.26
H  2.51  -1.41  3.12
H  2.62  0.36  3.32
H  5.02  -1.55  3.12
H  4.39  -0.83  4.61
H  5.11  0.20  3.36
C  -0.13  2.70  -1.60
C  -1.49  2.55  -1.16
C  -1.86  2.61  0.17
C  -3.22  2.65  0.59
C  -4.21  2.82  -0.36
C  -3.90  2.76  -1.71
C  -2.58  2.28  -2.18
H  0.52  3.29  -0.95
H  0.05  2.85  -2.66
H  -1.08  2.70  0.92
H  -3.45  2.63  1.64
H  -5.22  3.04  -0.05
H  -4.63  3.04  -2.46
H  -2.33  2.75  -3.13
N  -3.95  0.13  -2.24
C  -3.88  -0.84  -1.31
C  -2.56  -0.96  -0.93
N  -1.79  -0.09  -1.59
C  -2.64  0.69  -2.46
H  -4.80  0.51  -2.63
H  -4.74  -1.40  -0.98
H  -2.15  -1.65  -0.21
H  -2.32  0.53  -3.50

- lowest unoccupied orbital energy (alpha / beta) (eV) = -5.87 / -5.70
- gap between HOMO and LUMO (alpha / beta) (eV) = 4.32 / 4.52
- ⟨S²⟩ = 0.908
- maximum force (Eh/bohr) = 0.0741
- 2S+1 = 2
- HOMO (alpha / beta) (Eh) = -0.3744 / -0.3753
- total charge = +1
- E (eV) = -56132.6012

(3)
Here is a molecular structure, C9H8N2O4Pd at a distorted geometry from the OMol25 dataset. Energies are from ωB97M-V/def2-TZVPD.

CARTESIAN COORDINATES (ANGSTROEM)
Pd  0.19  1.80  0.48
C  0.32  2.72  2.24
O  0.60  3.13  3.31
C  0.40  2.93  -1.10
O  0.42  3.70  -1.98
C  -1.56  1.19  -0.42
O  -2.56  0.92  -0.93
C  1.87  0.83  -0.01
O  2.91  0.46  -0.37
C  0.30  -1.21  -2.65
H  1.24  -1.75  -2.37
H  -0.68  -1.73  -2.54
C  0.37  0.01  -3.21
H  -0.56  0.60  -3.42
H  1.33  0.57  -3.24
N  -1.18  -1.72  2.48
C  -0.27  -2.57  1.86
C  0.41  -1.73  0.99
N  -0.08  -0.45  1.10
C  -1.04  -0.48  1.96
H  -1.81  -1.99  3.22
H  -0.12  -3.59  2.06
H  1.17  -1.97  0.27
H  -1.65  0.33  2.30

- lowest unoccupied orbital energy (alpha / beta) (eV) = -7.90 / -12.66
- gap between HOMO and LUMO (alpha / beta) (eV) = 8.60 / 3.72
- ⟨S²⟩ = 2.015
- maximum force (Eh/bohr) = 0.1524
- 2S+1 = 3
- HOMO (alpha / beta) (Eh) = -0.6061 / -0.6018
- total charge = +2
- E (eV) = -24090.7102

Calculated energy above the lowest of the compared OMol25 structures with the same formula, charge and spin in order - 19.374; 3.876; 0.637 eV